Record 1
DFT (the ωB97M-V functional and the def2-TZVPD basis) results for C4H7NS in the gas phase.

Cartesian coordinates (Å):
C (-1.32, -0.20, 0.74)
C (0.26, 0.07, 0.70)
C (0.88, -0.74, -0.47)
C (0.50, 1.50, 0.48)
H (-1.73, 0.11, 1.70)
H (-1.85, 0.58, 0.10)
H (-1.54, -1.22, 0.40)
H (0.85, -0.45, 1.50)
H (0.70, -1.79, -0.23)
H (1.87, -0.37, -0.40)
H (0.81, 0.60, -2.26)
N (0.34, 2.51, -0.09)
S (0.24, -0.60, -2.17)

Highest occupied orbital energy   -9.40 eV
Gap between HOMO and LUMO   10.134 eV
Energy relative to the best compared isomer or geometry (same formula, charge and spin)   124.1 kJ/mol
SMILES string   C[C@H](C#N)CS

***

Record 2
DFT (the ωB97M-V functional and the def2-TZVPD basis) results for C4H7NS in the gas phase.

Cartesian coordinates (Å):
C (1.06, -0.64, 0.20)
C (-0.82, -0.03, -0.96)
C (-0.69, 0.98, 0.15)
C (0.45, 0.49, 1.00)
H (1.54, -1.40, 0.81)
H (1.82, -0.22, -0.45)
H (-0.59, -1.84, 0.05)
H (-1.84, -0.40, -1.08)
H (-0.53, 0.33, -2.04)
H (-1.58, 1.48, 0.60)
H (0.41, 0.42, 2.09)
N (-0.04, -1.21, -0.58)
S (0.80, 2.04, 0.22)

Highest occupied orbital energy   -8.57 eV
Gap between HOMO and LUMO   9.495 eV
Energy relative to the best compared isomer or geometry (same formula, charge and spin)   127.4 kJ/mol
SMILES string   C1NC[C@H]2S[C@@H]12

***

Record 3
DFT (the ωB97M-V functional and the def2-TZVPD basis) results for C4H7NS in the gas phase.

Cartesian coordinates (Å):
C (1.81, 0.70, 0.00)
C (0.03, -1.11, -0.01)
C (-1.39, -0.49, 0.01)
C (-0.75, 0.90, 0.00)
H (1.86, 1.80, -0.01)
H (0.31, -1.67, 0.88)
H (0.34, -1.67, -0.86)
H (-2.02, -0.75, 0.90)
H (-1.97, -0.75, -0.89)
H (-0.95, 1.50, -0.90)
H (-0.96, 1.53, 0.89)
N (0.56, 0.26, 0.00)
S (3.14, -0.26, 0.00)

Highest occupied orbital energy   -8.22 eV
Gap between HOMO and LUMO   9.033 eV
Energy relative to the best compared isomer or geometry (same formula, charge and spin)   106.7 kJ/mol
SMILES string   S=CN1CCC1